Entry 1:
Molecular formula: C33H76F2N5O6S2
Method: DFT, ωB97M-V with the def2-TZVPD basis set

Values from the calculation:
HOMO level = -0.58785 Ha
Orbital gap = 10.8 eV
LUMO energy = -5.216 eV

```
! RIJCOSX wB97M-V def2-TZVPD def2/J DEFGRID3
* xyz 3 1
C -0.289 -3.302 -3.476
O -1.256 -2.200 -3.385
C -1.648 -1.839 -4.705
C -2.002 -0.312 -4.618
N -0.794 0.442 -4.215
H -0.521 0.311 -3.185
H 0.044 0.081 -4.721
C -0.775 1.916 -4.500
C 0.657 2.368 -4.363
O 1.411 1.328 -5.024
C 2.798 1.595 -5.001
H -0.751 -4.225 -3.800
H 0.180 -3.408 -2.495
H 0.524 -3.143 -4.154
H -2.479 -2.432 -5.115
H -0.820 -1.878 -5.460
H -2.860 -0.054 -4.006
H -2.197 0.021 -5.604
H -1.605 2.347 -3.889
H -1.179 2.059 -5.512
H 0.975 2.314 -3.327
H 0.845 3.316 -4.890
H 3.164 1.453 -3.954
H 3.013 2.600 -5.366
H 3.353 0.905 -5.634
C 5.554 -0.710 -1.264
C 5.721 -0.472 0.189
C 4.993 -1.591 0.955
C 5.108 -1.295 2.471
N 4.482 -2.281 3.442
C 5.288 -3.620 3.472
C 4.256 -4.684 3.343
C 3.175 -4.003 2.379
C 3.046 -2.627 3.042
C 4.422 -1.643 4.806
H 4.512 -0.572 -1.604
H 5.729 -1.787 -1.420
H 6.174 -0.068 -1.895
H 5.388 0.549 0.434
H 6.831 -0.577 0.341
H 5.557 -2.542 0.765
H 3.963 -1.790 0.666
H 4.695 -0.330 2.833
H 6.164 -1.266 2.768
H 5.919 -3.694 4.357
H 5.895 -3.544 2.529
H 3.798 -4.982 4.302
H 4.663 -5.596 2.884
H 2.228 -4.533 2.429
H 3.573 -3.996 1.382
H 2.376 -2.800 3.923
H 2.617 -1.804 2.449
H 5.302 -1.025 5.005
H 4.347 -2.458 5.578
H 3.535 -1.024 4.866
C -3.738 5.162 -2.207
C -2.384 5.846 -2.258
C -1.523 5.506 -1.037
C -0.265 6.326 -0.937
N 0.685 5.886 0.142
C -0.009 5.596 1.465
C 1.127 5.849 2.461
C 1.718 7.141 1.929
C 1.743 7.048 0.400
C 1.455 4.708 -0.334
H -4.207 5.308 -1.209
H -3.689 4.050 -2.430
H -4.442 5.583 -2.895
H -2.551 6.929 -2.272
H -1.833 5.616 -3.183
H -1.234 4.457 -0.990
H -2.162 5.684 -0.154
H -0.417 7.430 -0.759
H 0.380 6.272 -1.861
H -0.543 4.654 1.387
H -0.766 6.372 1.595
H 1.707 4.968 2.408
H 0.720 5.966 3.488
H 2.667 7.325 2.459
H 1.007 7.963 2.101
H 2.668 6.685 -0.046
H 1.382 7.910 -0.108
H 2.099 4.366 0.433
H 1.978 5.054 -1.226
H 0.703 3.948 -0.611
C -1.908 -4.592 -0.421
C -1.811 -3.145 0.125
C -2.638 -3.020 1.394
C -4.193 -3.152 0.946
N -5.087 -3.453 2.146
C -4.728 -4.773 2.795
C -6.004 -5.129 3.609
C -7.191 -4.539 2.789
C -6.498 -3.817 1.680
C -4.994 -2.307 3.037
H -1.300 -4.817 -1.274
H -2.918 -4.883 -0.595
H -1.594 -5.288 0.381
H -2.099 -2.368 -0.618
H -0.776 -2.987 0.445
H -2.495 -2.074 1.920
H -2.368 -3.842 2.024
H -4.360 -3.957 0.237
H -4.559 -2.157 0.566
H -3.792 -4.706 3.372
H -4.526 -5.458 1.948
H -5.960 -4.747 4.635
H -6.110 -6.201 3.664
H -7.791 -3.964 3.487
H -7.699 -5.325 2.275
H -6.989 -2.911 1.354
H -6.261 -4.475 0.803
H -5.717 -2.419 3.835
H -5.210 -1.337 2.620
H -4.007 -2.219 3.453
N 0.073 0.315 -1.062
S 1.568 -0.104 -0.546
O 2.151 -0.873 -1.561
O 1.589 -0.623 0.819
F 2.214 1.323 -0.421
S -1.009 1.045 -0.220
O -0.575 2.313 0.137
O -1.738 0.297 0.729
F -2.063 1.261 -1.284
*
```

Here are the Mulliken charges for atoms 1 to 4, given in e: -0.915, -0.053, -0.692, -0.656

Entry 2:
Molecular formula: C3H5N3O
Method: DFT, ωB97M-V with the def2-TZVPD basis set

Values from the calculation:
HOMO level = -0.32007 Ha
Orbital gap = 8.8 eV
LUMO energy = 0.102 eV

```
! RIJCOSX wB97M-V def2-TZVPD def2/J DEFGRID3
* xyz 0 1
C -2.033 -0.233 -0.003
C -0.579 0.264 -0.024
C 1.579 0.266 -0.072
H -2.413 -0.714 0.910
H -2.691 0.685 -0.514
H -2.023 -1.180 -0.812
H 3.484 0.282 0.644
H 0.497 -1.497 0.091
N -0.191 1.485 -0.056
N 1.062 1.565 -0.022
N 0.486 -0.536 0.004
O 2.822 -0.386 -0.148
*
```

Here are the Mulliken charges for atoms 1 to 4, given in e: -0.806, 0.613, 0.339, 0.275

Q: Which value of orbital gap does entry 2 give?
A: 8.8 eV